No. 1
The following is a quantum chemistry calculation of a structure of composition C33H29FGeN3O4PdS2, from OMol25.

Last column: Mulliken spin population.
Cartesian coordinates (Å):
Pd  -0.005  0.243  -1.709  -0.002
C  3.516  -0.078  -2.513  0.021
C  2.704  -1.186  -1.913  -0.010
N  1.572  -1.467  -2.449  0.024
N  1.037  -2.704  -2.142  0.006
C  -0.174  -2.791  -1.764  0.002
S  -1.271  -1.544  -1.258  0.017
S  -0.903  -4.400  -1.546  0.001
C  0.343  -5.148  -0.434  0.001
C  -0.008  -5.003  1.019  -0.019
C  -0.355  -6.111  1.781  0.002
C  -0.698  -5.971  3.120  0.001
C  -0.702  -4.716  3.709  0.000
C  -0.364  -3.601  2.951  -0.006
C  -0.020  -3.743  1.617  0.026
C  3.243  -1.885  -0.730  0.157
C  4.496  -2.452  -0.707  -0.059
C  4.969  -3.105  0.433  0.272
C  4.194  -3.168  1.603  -0.079
C  2.970  -2.568  1.645  0.206
C  2.449  -1.863  0.495  0.083
O  1.392  -1.212  0.593  0.332
H  2.911  0.472  -3.232  0.000
H  4.360  -0.523  -3.049  -0.001
H  3.913  0.595  -1.755  -0.004
H  1.287  -4.664  -0.683  0.001
H  0.422  -6.196  -0.717  0.000
H  -0.356  -7.094  1.325  0.000
H  -0.965  -6.844  3.701  0.000
H  -0.976  -4.604  4.750  0.000
H  -0.382  -2.615  3.399  0.000
H  0.211  -2.865  1.024  -0.002
H  5.106  -2.429  -1.601  0.005
H  5.940  -3.581  0.409  0.009
H  4.579  -3.684  2.473  0.002
H  2.359  -2.565  2.537  0.009
O  1.706  1.476  -0.444  0.002
N  1.738  2.295  -1.392  -0.002
O  2.461  3.253  -1.427  0.000
O  0.929  2.034  -2.356  0.000
F  -0.847  0.220  -3.403  0.000
C  -3.456  0.959  -2.435  0.001
Ge  -2.046  1.569  -1.254  0.002
C  -2.511  1.165  0.597  0.000
C  -1.732  0.445  1.499  -0.009
C  -2.180  0.227  2.794  0.000
C  -3.410  0.724  3.202  0.000
C  -4.192  1.445  2.312  0.000
C  -3.745  1.663  1.017  0.000
C  -1.688  3.450  -1.526  0.000
C  -2.275  4.026  -2.624  0.000
C  -2.125  5.404  -2.896  0.000
C  -1.370  6.180  -2.070  0.000
C  -0.736  5.626  -0.929  0.000
C  0.061  6.426  -0.076  0.000
C  0.674  5.885  1.017  0.000
C  0.507  4.517  1.311  0.000
C  -0.260  3.724  0.507  0.000
C  -0.896  4.249  -0.644  0.000
H  -4.325  1.598  -2.267  0.000
H  -3.716  -0.070  -2.197  0.000
H  -3.149  1.011  -3.476  0.000
H  -0.772  0.041  1.200  0.011
H  -1.565  -0.332  3.488  0.000
H  -3.758  0.551  4.212  0.000
H  -5.151  1.839  2.625  0.000
H  -4.367  2.236  0.337  0.000
H  -2.857  3.425  -3.311  0.000
H  -2.604  5.832  -3.767  0.000
H  -1.237  7.235  -2.275  0.000
H  0.179  7.477  -0.311  0.000
H  1.291  6.501  1.657  0.000
H  0.998  4.089  2.175  0.000
H  -0.368  2.676  0.749  -0.001

Cartesian forces, eV/Å:
0.38 0.99 -1.10
-0.12 0.05 0.04
-0.03 0.31 -0.09
0.09 -0.17 0.17
-0.09 -0.18 0.10
0.23 0.03 0.23
-0.05 -0.20 0.27
0.05 -0.07 -0.03
0.01 0.02 0.01
-0.05 0.02 0.05
0.05 -0.03 0.02
0.00 -0.02 0.00
0.02 0.02 0.01
-0.03 -0.05 0.01
-0.15 -0.03 -0.15
0.12 -0.15 -0.01
-0.16 -0.02 -0.19
-0.01 -0.06 0.08
0.06 -0.03 -0.01
0.08 0.01 0.06
0.00 0.19 0.11
0.05 0.11 -0.30
0.02 0.01 0.00
0.02 0.02 0.02
0.01 -0.01 0.02
0.03 -0.03 -0.01
-0.05 0.00 -0.01
-0.01 -0.01 0.00
0.00 0.00 0.00
0.00 -0.01 0.01
0.02 0.02 -0.01
-0.16 -0.19 0.17
0.02 -0.01 0.01
0.01 0.02 0.00
0.00 0.00 0.00
0.02 -0.01 -0.03
-0.23 -0.37 0.36
-0.04 0.05 -0.02
0.02 -0.05 -0.02
0.10 -0.14 0.02
-0.13 0.04 0.09
0.00 -0.01 -0.01
-0.39 0.06 0.17
0.03 -0.08 0.04
0.03 -0.02 -0.01
0.01 0.01 0.01
-0.01 0.01 -0.02
0.01 0.00 0.02
0.02 0.02 0.00
0.17 -0.05 -0.07
0.03 0.01 -0.05
-0.01 -0.02 0.00
0.01 0.00 0.01
0.01 0.01 -0.02
-0.01 0.00 0.01
0.01 0.00 0.00
0.00 0.01 0.00
0.02 -0.01 0.00
-0.06 0.00 0.04
-0.01 -0.02 0.00
0.01 -0.01 0.02
0.01 0.03 0.00
0.02 0.00 0.01
-0.01 0.00 -0.01
0.00 0.00 0.00
0.00 0.00 0.00
0.00 -0.01 0.00
-0.01 -0.01 0.01
0.00 0.00 0.00
0.00 0.00 0.00
0.01 0.00 -0.01
-0.01 0.00 0.00
0.00 0.00 0.00
0.01 0.01 -0.01

Properties
E_HOMO (spin up / spin down) (hartree): -0.3059 / -0.3059
⟨S²⟩: 0.80
ΔE to the lowest compared entry with this formula, charge and spin (kcal per mole): 32.3
2S+1: 2



No. 2
The following is a quantum chemistry calculation of a structure of composition C26H13BrCl5CuN4O2S, from OMol25.

Last column: natural (NBO) charge in e.
Cartesian coordinates (Å):
Cu  0.326  0.493  -0.543  0.861
O  -1.409  1.494  0.238  -0.629
N  -2.054  2.400  -0.440  0.025
C  -3.154  2.930  0.136  0.004
C  -3.927  3.897  -0.458  -0.318
C  -3.566  4.343  -1.731  -0.230
C  -2.456  3.797  -2.326  -0.246
C  -1.643  2.826  -1.694  0.001
S  -0.231  2.246  -2.418  -0.349
H  -3.374  2.533  1.116  0.213
H  -4.793  4.282  0.062  0.200
H  -4.144  5.104  -2.241  0.194
H  -2.143  4.098  -3.314  0.218
Br  8.350  -3.261  -1.192  -0.010
C  7.013  -3.082  -2.548  -0.119
C  7.377  -2.628  -3.804  -0.241
C  6.426  -2.553  -4.804  -0.271
C  5.084  -2.909  -4.569  0.205
C  4.748  -3.328  -3.262  -0.268
C  5.702  -3.438  -2.271  -0.218
N  4.236  -3.038  -5.637  -0.370
N  2.957  -3.030  -5.577  -0.138
C  2.228  -2.375  -4.653  -0.063
C  0.879  -2.801  -4.535  -0.111
C  0.029  -2.345  -3.574  -0.364
C  0.437  -1.370  -2.612  0.468
O  -0.279  -1.045  -1.643  -0.661
C  1.768  -0.785  -2.819  0.065
N  2.085  0.236  -2.014  -0.414
C  3.220  0.876  -2.169  0.033
C  4.098  0.570  -3.210  -0.239
C  3.803  -0.494  -4.035  -0.199
C  2.643  -1.255  -3.826  -0.009
H  8.401  -2.337  -3.996  0.210
H  6.707  -2.210  -5.792  0.209
H  3.722  -3.596  -3.048  0.229
H  5.426  -3.789  -1.286  0.227
H  0.564  -3.593  -5.207  0.205
H  -0.966  -2.760  -3.471  0.208
H  3.406  1.689  -1.472  0.198
H  4.990  1.160  -3.374  0.204
H  4.454  -0.719  -4.868  0.217
Cl  2.234  -2.026  0.420  -0.031
C  2.567  -0.505  1.202  0.020
C  1.744  0.587  0.913  -0.436
C  2.077  1.750  1.610  -0.089
Cl  1.139  3.187  1.326  -0.010
C  3.128  1.841  2.523  -0.100
Cl  3.459  3.310  3.386  -0.014
C  3.927  0.726  2.756  -0.117
Cl  5.250  0.813  3.867  -0.006
C  3.640  -0.462  2.090  -0.141
Cl  4.609  -1.863  2.409  -0.005

Cartesian forces, eV/Å:
0.50 0.71 0.76
-0.32 0.13 -0.17
-0.08 -0.01 0.07
-0.24 0.18 0.06
0.00 -0.01 -0.02
0.06 -0.05 -0.08
-0.19 0.06 0.21
0.11 0.14 -0.21
-0.04 -0.05 0.14
0.12 -0.09 -0.01
0.01 -0.01 0.04
-0.02 -0.02 -0.01
0.03 0.03 0.01
-0.07 0.04 -0.06
0.11 -0.06 0.05
0.07 0.04 0.15
-0.36 0.04 -0.08
0.47 -0.32 0.98
0.01 -0.05 -0.26
0.10 0.03 0.03
-0.01 -0.20 -1.02
-0.12 0.01 -0.02
0.06 0.26 0.19
-0.03 0.04 0.14
-0.09 -0.35 -0.23
-0.48 -0.16 0.56
0.09 -0.64 -0.88
0.72 0.17 -0.22
-0.03 -0.25 -0.32
-0.02 0.02 -0.07
-0.06 -0.12 -0.06
0.07 0.27 -0.01
-0.40 0.10 0.01
0.00 -0.02 -0.03
-0.02 -0.06 -0.04
0.06 -0.01 0.07
-0.02 0.04 0.02
0.03 0.04 -0.08
-0.02 0.07 0.00
0.05 -0.02 0.00
0.00 0.02 0.02
-0.05 0.06 0.07
-0.03 -0.27 -0.11
0.00 0.47 0.19
0.01 -0.06 0.30
0.18 -0.35 0.01
-0.16 0.27 -0.05
-0.04 -0.07 -0.10
0.04 0.10 0.04
-0.12 0.01 -0.04
0.10 -0.01 0.09
-0.10 0.01 -0.05
0.12 -0.11 0.01

Properties
Total charge: -2
E_HOMO (spin up / spin down) (hartree): -0.0355 / -0.0355
ΔE to the lowest compared entry with this formula, charge and spin (kcal per mole): 12.9



No. 3
The following is a quantum chemistry calculation of a cluster of 2 separate species, C3H8ClNO in total, from OMol25.

Last column: natural (NBO) charge in e.
Cartesian coordinates (Å):
C  0.196  1.004  1.265  -0.673
C  -0.177  0.945  -0.209  0.163
C  -0.096  -1.135  -0.784  -0.035
N  1.167  -1.668  -0.488  -0.840
O  -1.285  1.439  -0.901  -0.717
Cl  -1.622  -1.725  0.004  -0.128
H  1.244  0.852  1.383  0.234
H  -0.320  0.301  1.841  0.217
H  -0.165  1.922  1.607  0.209
H  0.586  1.308  -0.897  0.153
H  -0.370  -0.917  -1.733  0.186
H  1.530  -2.282  -1.181  0.377
H  1.189  -2.041  0.452  0.381
H  -1.876  1.998  -0.359  0.474

Cartesian forces, eV/Å:
-1.12 0.04 -2.23
1.61 -3.32 -2.55
-0.06 3.95 3.95
-1.25 0.47 0.45
-1.24 0.45 1.67
0.70 -0.42 0.00
0.70 0.21 -0.02
-0.92 -1.46 0.78
0.04 1.92 0.98
0.92 -0.48 0.64
-0.22 0.09 -3.06
0.21 -0.70 -0.30
0.29 -0.11 -0.16
0.34 -0.65 -0.14

Properties
E_HOMO (hartree): -0.2818
ΔE to the lowest compared entry with this formula, charge and spin (kcal per mole): 74.1



No. 4
The following is a quantum chemistry calculation of a cluster of 2 separate species, C12H11IN in total, from OMol25.

Last column: natural (NBO) charge in e.
Cartesian coordinates (Å):
C  -3.598  -0.556  -0.442  -0.143
C  -3.507  0.856  -0.467  -0.180
C  -2.545  -1.374  -0.118  -0.185
C  -2.317  1.496  -0.094  -0.140
C  -0.217  -1.521  0.734  -0.177
C  0.899  -0.833  1.034  0.008
C  -0.014  1.255  0.529  0.139
C  -1.336  -0.766  0.208  -0.004
C  -1.206  0.673  0.159  -0.105
C  4.119  -0.737  -1.533  -0.551
C  3.093  0.025  -1.382  -0.152
C  2.191  1.121  1.203  -0.078
N  1.059  0.535  0.886  -0.335
I  1.315  0.353  -2.382  0.263
H  -4.522  -0.955  -0.876  0.240
H  -4.440  1.415  -0.761  0.248
H  -2.623  -2.442  0.053  0.240
H  -2.186  2.489  -0.068  0.219
H  -0.376  -2.450  1.284  0.261
H  1.755  -1.338  1.526  0.242
H  0.048  2.343  0.640  0.238
H  4.213  -1.410  -2.377  0.242
H  4.983  -0.997  -0.900  0.259
H  2.916  0.611  1.906  0.226
H  2.296  2.207  1.236  0.223

Cartesian forces, eV/Å:
-0.77 0.34 -1.39
-0.04 0.86 0.30
0.20 0.34 0.82
-1.68 -4.38 -1.02
-0.76 1.66 0.86
1.43 -1.58 0.86
0.18 0.98 0.01
0.51 0.13 0.25
-0.56 -1.34 0.42
1.33 -1.61 -0.19
-1.05 0.80 0.62
3.84 0.64 1.91
-2.23 -0.55 -0.14
0.75 -0.09 -0.13
0.26 -0.15 0.68
1.31 -0.47 0.43
-0.22 0.05 -0.48
0.15 3.55 0.01
0.20 -0.25 -1.04
-0.61 0.54 -0.46
0.26 -0.46 -0.25
-0.42 0.08 -0.60
-0.60 1.02 0.36
-1.01 0.22 -1.33
-0.45 -0.34 -0.50

Properties
Total charge: +1
E_HOMO (spin up / spin down) (hartree): -0.4394 / -0.4311
ΔE to the lowest compared entry with this formula, charge and spin (kcal per mole): 77.4



No. 5
The following is a quantum chemistry calculation of a structure of composition C27H65Br2N5O13, from OMol25.

Last column: Mulliken charge in e.
Cartesian coordinates (Å):
C  -2.058  1.812  -0.904  -3.319
C  -1.197  1.288  0.249  3.693
C  -1.625  -0.187  0.641  -0.442
C  -1.178  -1.232  -0.329  -1.347
C  0.322  -1.223  -0.418  -0.695
C  0.906  0.126  -0.878  2.111
N  0.281  1.317  -0.099  0.966
O  0.925  2.518  -0.220  -0.788
C  0.864  0.305  -2.379  -1.443
C  2.326  0.051  -0.388  -0.412
C  -1.254  2.147  1.576  -2.906
H  -3.114  1.841  -0.637  0.462
H  -2.124  1.370  -1.898  -0.149
H  -1.732  2.816  -1.176  1.569
H  -2.701  -0.231  0.810  -0.027
H  -1.216  -0.375  1.634  -0.683
H  -1.507  -1.104  -1.360  -0.615
H  -1.595  -2.212  -0.097  0.430
H  0.663  -2.091  -0.982  -1.706
H  0.764  -1.402  0.562  0.613
H  -0.107  0.370  -2.871  -0.045
H  1.399  -0.474  -2.921  0.000
H  1.482  1.165  -2.637  0.775
H  2.877  -0.860  -0.625  -1.430
H  2.372  0.117  0.699  1.060
H  2.984  0.845  -0.741  0.483
H  -2.282  2.179  1.938  0.638
H  -0.992  3.205  1.583  1.017
H  -0.663  1.686  2.367  -1.306
O  1.136  1.053  1.728  -1.797
H  1.241  1.794  2.356  0.251
C  -0.037  -0.675  3.033  -0.260
N  -1.210  -0.149  3.822  0.673
O  -2.085  0.693  3.359  -0.140
O  -1.221  -0.379  5.044  -0.598
H  0.292  -1.690  3.253  1.136
H  0.847  -0.042  3.114  -0.525
H  -0.291  -0.712  1.974  0.979
C  -2.446  3.342  -3.618  -1.150
N  -2.837  2.635  -2.341  1.033
O  -3.015  3.387  -1.404  -0.461
O  -3.011  1.423  -2.388  0.381
H  -1.737  2.843  -4.279  0.330
H  -2.196  4.344  -3.269  0.420
H  -3.276  3.580  -4.284  0.368
C  2.311  -4.001  0.360  -1.165
N  1.466  -3.036  -0.471  0.869
O  0.343  -3.386  -0.691  -0.529
O  1.907  -1.885  -0.784  -0.145
H  1.806  -4.525  1.171  0.328
H  2.954  -3.274  0.856  0.536
H  2.890  -4.717  -0.223  0.326
C  2.471  -0.779  2.276  -1.199
N  3.529  -1.098  1.310  0.907
O  3.380  -2.113  0.691  -0.201
O  4.534  -0.386  1.184  -0.734
H  1.590  -1.154  1.755  -0.469
H  2.389  0.300  2.410  1.342
H  2.651  -1.390  3.161  0.165
Br  -1.365  2.868  5.123  -0.154
C  0.209  2.524  3.874  -0.028
C  1.020  1.332  4.368  -0.008
Br  1.392  1.476  6.362  -0.141
H  0.836  3.415  3.844  0.546
H  -0.166  2.406  2.858  -0.124
H  1.913  1.353  3.743  0.761
H  0.445  0.406  4.357  -0.659
C  -2.903  3.649  0.341  -0.987
C  -4.061  2.646  0.333  -0.846
O  -3.828  1.730  1.361  -0.199
C  -4.507  0.464  1.223  -0.659
C  -3.845  -0.113  2.434  -0.948
H  -2.860  4.432  1.099  0.585
H  -1.947  3.125  0.332  0.772
H  -2.958  4.185  -0.607  0.342
H  -4.982  3.211  0.482  0.639
H  -4.087  2.303  -0.701  0.443
H  -5.577  0.549  1.410  0.492
H  -4.205  -0.051  0.311  0.181
H  -3.720  0.528  3.307  0.359
H  -2.841  -0.484  2.228  0.744
H  -4.335  -0.957  2.919  0.598
C  -3.436  -0.033  -2.676  -0.153
C  -2.871  -1.398  -2.466  -0.786
O  -1.424  -1.389  -2.562  -0.442
C  -0.994  -2.694  -2.302  0.605
C  0.378  -2.997  -3.009  -0.534
H  -2.800  0.231  -3.520  0.363
H  -4.421  -0.168  -3.122  0.501
H  -3.309  0.727  -1.905  -0.497
H  -3.159  -1.569  -1.429  0.373
H  -3.431  -2.196  -2.953  0.503
H  -0.826  -2.790  -1.229  0.047
H  -1.775  -3.425  -2.511  0.572
H  0.670  -4.046  -3.055  0.330
H  1.184  -2.501  -2.468  -0.080
H  0.461  -2.489  -3.970  0.340
C  5.289  0.923  -1.052  -1.840
C  4.287  -0.247  -1.052  0.395
O  4.321  -1.034  -2.228  -0.467
C  4.011  -2.363  -2.287  1.351
C  5.217  -3.138  -1.553  -1.290
H  5.201  1.332  -0.045  0.359
H  6.305  0.537  -1.129  0.421
H  5.119  1.745  -1.747  0.319
H  4.531  -0.848  -0.176  0.540
H  3.254  0.090  -0.967  -0.312
H  3.030  -2.427  -1.817  -0.911
H  3.847  -2.736  -3.298  0.450
H  6.151  -2.806  -2.006  0.368
H  5.062  -4.217  -1.559  0.364
H  5.306  -2.839  -0.509  0.229

Cartesian forces, eV/Å:
12.33 -5.15 10.46
0.45 -0.30 2.75
-0.01 1.26 -0.71
-0.39 2.04 3.46
-7.07 6.00 2.54
-0.93 0.07 1.57
2.78 4.91 -1.41
-3.68 -5.47 -0.92
0.53 1.06 -0.88
-9.38 4.28 4.71
-0.41 -0.71 -0.20
3.71 -2.31 1.57
9.91 -4.43 4.88
4.19 -2.94 2.02
1.35 0.38 -1.27
-2.34 0.95 -2.18
0.62 1.89 3.81
0.14 0.11 1.27
-7.00 5.79 -2.29
-1.28 0.41 0.18
0.06 0.19 0.50
0.01 -0.47 0.51
-0.27 0.46 0.05
-2.55 1.27 0.69
-0.74 1.29 -1.75
-4.10 5.02 1.75
1.17 -0.05 -0.03
0.86 -0.18 -0.56
-1.91 -1.68 -3.05
0.01 1.59 -0.52
-0.41 0.20 -1.93
-0.43 -2.55 -0.60
-2.66 2.34 1.53
6.67 -3.09 2.93
0.17 -0.74 -1.52
-0.94 -0.16 1.15
-1.80 -0.91 -0.48
1.72 -0.40 1.68
-1.18 0.53 -0.36
-1.37 12.98 -12.91
-9.73 3.00 -12.94
-2.62 13.59 -13.65
0.42 -0.24 0.73
0.75 -0.38 -0.08
-0.64 -0.47 0.20
-0.43 -0.74 0.46
8.13 -8.00 4.30
1.39 -5.09 2.33
5.48 -10.27 -3.03
-1.10 0.04 -0.65
-0.67 -3.58 0.29
-0.41 0.29 -0.57
1.48 -1.90 0.43
2.48 1.55 3.85
4.13 3.19 1.01
-0.89 -0.81 4.52
0.55 0.17 0.73
0.69 -0.78 0.07
0.32 0.05 0.10
1.07 0.43 -1.09
0.40 1.08 2.89
-0.66 1.70 2.54
0.54 -0.04 -1.20
-0.12 0.21 0.60
0.90 1.39 2.25
0.44 -0.39 1.27
1.77 2.00 1.46
-0.32 3.16 5.60
-1.23 3.09 2.90
-2.52 -0.37 -2.20
0.51 1.17 2.54
-1.86 -3.70 1.28
-0.28 -0.45 1.11
-1.28 1.54 0.02
0.20 5.35 5.22
-0.54 -0.11 0.28
-2.92 -0.25 1.15
-0.18 0.14 -0.63
-0.63 0.11 -0.34
-1.45 0.37 -0.88
-1.78 -0.13 0.13
-0.70 -0.50 -0.43
-4.13 -13.35 -9.28
-0.78 -0.52 2.06
-3.20 -1.30 -7.00
0.63 -1.79 -1.79
-0.59 1.14 -0.16
-0.70 -1.33 -1.24
-0.26 0.17 0.32
-5.07 -7.05 9.25
0.50 -0.85 0.42
0.70 0.04 -1.07
-2.00 0.38 -2.96
-0.01 -0.09 -0.78
-0.46 0.01 -0.23
-0.35 -0.13 -0.74
-0.44 -0.47 -0.40
0.07 -0.99 0.37
9.39 -1.05 -4.00
0.85 1.80 -3.27
1.33 -1.26 1.99
-1.51 0.45 -0.43
0.12 0.31 -0.02
0.26 0.27 -0.25
-0.13 -0.25 -0.31
0.83 0.04 -2.88
8.54 -1.81 -5.06
1.36 -1.25 -0.50
0.57 0.40 -0.36
-0.08 -0.39 -0.37
0.32 -0.10 -0.25
-0.28 0.06 -0.04

Properties
E_HOMO (hartree): -0.2223



| no. | electronic energy (Ha) |
| --- | --- |
| 1 | -4840.98142 |
| 2 | -8281.73230 |
| 3 | -709.19371 |
| 4 | -815.89545 |
| 5 | -7464.24783 |